1.
C6H10O2S | ωB97M-V/def2-TZVPD

Last column: Löwdin charge in e.
Geometry (Å):
C (-2.024350, 0.800771, 0.671216)  -0.29
C (-0.826146, 1.018943, 1.127213)  -0.39
C (0.272900, -1.789874, 2.858566)  -0.34
C (-0.049557, -2.735524, 1.739197)  -0.09
C (-0.434801, 1.696521, -2.075029)  -0.18
C (0.737277, 1.657113, -1.099495)  -0.49
O (-3.084498, 0.537867, 0.254955)  0.18
O (-0.652006, -1.662595, 3.615561)  0.03
S (0.329723, 0.289208, 0.002108)  0.91
H (-0.681163, 1.288473, 2.096436)  0.05
H (1.196774, -1.233092, 2.869358)  0.10
H (-0.280540, -2.206690, 0.746519)  0.05
H (-0.832493, -3.424552, 2.113040)  0.08
H (0.842250, -3.468473, 1.538361)  0.10
H (-0.622731, 0.693617, -2.491530)  0.08
H (-1.363849, 1.850527, -1.641252)  0.02
H (-0.387912, 2.579652, -2.793800)  0.10
H (0.829524, 2.632559, -0.669922)  0.08
H (1.621414, 1.350218, -1.477041)  0.02

Atoms 1-3, force components in eV/Å:
C -2.42 -0.76 -0.45
C 0.07 -1.01 -2.50
C -2.24 -1.08 -1.37

Energy above the lowest of the compared OMol25 structures with the same formula, charge and spin (kJ/mol): 165.9
LUMO level (eV): 0.57
HOMO (eV): -9.3
Frontier orbital gap (eV): 9.9
Molecular weight (g/mol): 146.2
SMILES string: CCSC=C=O.CC=O
Charge: 0



2.
C6H10O2Si | ωB97M-V/def2-TZVPD

Last column: Löwdin charge in e.
Geometry (Å):
C (-2.426627, 0.194054, -0.827404)  0.03
C (-2.693282, 1.396275, -0.239355)  -0.12
C (-1.634189, -0.451865, 0.179759)  -0.39
C (-1.495689, 0.408832, 1.187948)  -0.13
C (3.207159, -0.253424, 0.956316)  -0.25
C (1.126657, 0.463985, -1.300846)  -0.25
O (-2.241725, 1.470530, 0.994324)  0.04
O (-1.044160, -1.684140, 0.184480)  -0.02
Si (1.805893, -0.717529, -0.291447)  0.72
H (-2.615512, -0.133760, -1.802290)  0.10
H (-3.264733, 2.219393, -0.400813)  0.10
H (3.137229, 0.791944, 1.093395)  -0.01
H (3.138886, -0.945929, 1.836751)  0.03
H (4.197666, -0.356587, 0.550584)  0.00
H (-0.957920, 0.134414, 2.184764)  0.18
H (1.350340, 1.472905, -1.479063)  -0.05
H (0.344158, 0.067453, -1.974926)  -0.02
H (-1.272530, -2.057634, -0.683254)  0.12
H (1.338386, -2.018924, -0.168921)  -0.07

Atoms 1-3, force components in eV/Å:
C 0.82 0.74 1.69
C -0.36 -1.66 -0.59
C 0.08 -0.35 -0.59

Energy above the lowest of the compared OMol25 structures with the same formula, charge and spin (kJ/mol): 248.4
LUMO level (eV): 0.78
HOMO (eV): -7.9
Frontier orbital gap (eV): 8.7
Molecular weight (g/mol): 142.2
SMILES string: C=[SiH]C.Oc1ccoc1
Charge: 0



3.
C6H10O3 | ωB97M-V/def2-TZVPD

Last column: Löwdin charge in e.
Geometry (Å):
C (-0.247909, -1.162079, -0.628606)  -0.19
C (1.044207, -1.451117, -0.004446)  -0.10
C (-0.561304, 1.436172, 0.596078)  -0.17
C (-0.811765, 1.135464, 2.069338)  -0.15
C (-0.395254, -0.945716, -2.049325)  -0.59
C (1.457039, -0.003687, 0.348368)  -0.08
O (0.778554, -0.528859, -2.633536)  0.06
O (-1.408707, -1.071505, -2.704199)  0.05
O (2.361740, 0.679732, 0.569013)  0.23
H (0.581091, -0.345061, -3.563382)  0.12
H (-0.594037, 0.412268, -0.040611)  0.07
H (-1.134493, -1.531287, -0.135138)  0.11
H (1.824116, -1.816678, -0.672219)  0.14
H (1.009031, -2.016142, 0.924917)  0.14
H (0.204988, 2.196554, 0.461902)  0.07
H (-1.464527, 1.838412, 0.125354)  0.09
H (-1.195655, 2.016648, 2.585289)  0.07
H (0.104302, 0.816028, 2.570114)  0.06
H (-1.551417, 0.340851, 2.181092)  0.07

Atoms 1-3, force components in eV/Å:
C -1.52 -2.45 -1.60
C -2.03 1.37 -0.95
C -0.37 -0.46 0.05

Energy above the lowest of the compared OMol25 structures with the same formula, charge and spin (kJ/mol): 406.2
LUMO level (alpha / beta) (eV): -1.09 / -0.55
HOMO (alpha / beta) (eV): -7.3 / -7.5
Frontier orbital gap (alpha / beta) (eV): 6.2 / 7.0
Molecular weight (g/mol): 130.1
Charge: 0



4.
C6H10O4 | ωB97M-V/def2-TZVPD

Last column: Löwdin charge in e.
Geometry (Å):
C (0.073927, 0.688255, -0.946233)  -0.30
C (-0.272818, 1.792623, 0.157536)  -0.05
C (-0.367514, 1.011134, 1.425920)  -0.27
C (0.688426, 0.041692, 1.454656)  -0.25
C (0.191873, -1.259233, 0.873360)  -0.21
C (-0.419555, -0.753094, -0.567416)  -0.25
H (-0.087648, 1.677663, -2.694956)  0.12
H (1.201444, 0.418129, -0.927510)  0.17
H (0.473183, 2.572269, 0.197581)  0.12
H (-1.265855, 2.148840, -0.121866)  0.12
H (-1.393569, 0.607090, 1.613671)  0.17
H (1.580476, 0.364181, 0.932575)  0.15
H (-0.488566, -1.744439, 1.518761)  0.14
H (0.793037, -2.837494, 0.100536)  0.07
H (-1.489886, -0.850577, -0.499700)  0.15
H (-0.383935, -1.629230, -2.282375)  0.09
O (-0.485495, 0.929851, -2.210819)  -0.02
O (0.506863, 0.908731, 2.570466)  0.06
O (1.134998, -2.343077, 0.841807)  -0.01
O (0.010612, -1.743314, -1.435993)  0.00

Atoms 1-3, force components in eV/Å:
C 1.36 -1.21 0.98
C -0.37 -0.64 -1.04
C -0.92 -0.43 0.16

Energy above the lowest of the compared OMol25 structures with the same formula, charge and spin (kJ/mol): 394.7
LUMO level (eV): 0.50
HOMO (eV): -9.6
Frontier orbital gap (eV): 10.1
Molecular weight (g/mol): 146.1
SMILES string: O[C@@H]1[C@H](O)[C@@H](O)C[C@@H]2O[C@@H]12
Charge: 0



5.
C6H10O5 | ωB97M-V/def2-TZVPD

Last column: Löwdin charge in e.
Geometry (Å):
C (-1.429763, -0.026025, 0.223321)  -0.25
C (-0.626769, -1.275850, 0.214830)  -0.20
C (0.553018, -1.358911, 1.156888)  -0.10
C (1.258937, -0.616929, -0.885479)  -0.31
C (0.825488, 0.803816, -0.938233)  -0.20
C (-0.501450, 1.212666, -0.143057)  -0.24
H (-3.411160, 0.144332, -0.359031)  0.12
H (-1.846300, 0.168336, 1.195164)  0.15
H (-1.300642, -2.138450, 0.234540)  0.17
H (0.331381, -0.877385, 2.098082)  0.13
H (0.785422, -2.368887, 1.499729)  0.13
H (2.047632, -0.678767, -1.592437)  0.17
H (0.641635, 1.082187, -1.940816)  0.15
H (2.330153, 0.769575, -0.087545)  0.04
H (-1.131092, 1.795117, -0.843010)  0.15
H (0.578864, 2.306778, 0.792985)  0.11
O (-2.501679, 0.017114, -0.721586)  -0.03
O (1.701593, -1.030703, 0.395846)  -0.02
O (0.088400, -1.340139, -1.044071)  0.01
O (1.885751, 1.536799, -0.312363)  0.02
O (-0.279428, 1.875336, 1.056233)  -0.01

Atoms 1-3, force components in eV/Å:
C -0.16 2.38 -0.58
C 0.39 -0.98 -1.67
C -0.21 -1.54 1.04

Energy above the lowest of the compared OMol25 structures with the same formula, charge and spin (kJ/mol): 253.4
LUMO level (eV): 0.72
HOMO (eV): -9.8
Frontier orbital gap (eV): 10.5
Molecular weight (g/mol): 162.1
SMILES string: O[C@@H]1[C@@H](O)[C@@H]2CO[C@@H](O2)[C@@H]1O
Charge: 0



6.
C6H10OS | ωB97M-V/def2-TZVPD

Last column: Löwdin charge in e.
Geometry (Å):
C (0.373745, 2.065954, 1.631324)  -0.08
C (1.089994, 0.843343, 1.097730)  -0.28
C (-0.546262, -0.159437, -0.322193)  -0.36
C (-1.344311, -1.475665, -0.524661)  -0.12
C (-0.284470, -1.945678, -1.517525)  -0.18
C (0.254504, -0.553464, -1.562803)  -0.75
H (-0.259848, 2.491468, 0.818910)  0.08
H (-0.125543, 1.841717, 2.611118)  0.09
H (1.113138, 2.794247, 1.918068)  0.06
H (1.805078, 0.503839, 1.867652)  0.13
H (1.678766, 1.119480, 0.200378)  0.10
H (-1.125411, 0.794441, -0.479262)  0.16
H (-2.342255, -1.210831, -0.949508)  0.12
H (-1.437445, -2.038414, 0.440283)  0.13
H (0.394674, -2.676872, -1.006449)  0.14
H (-0.628706, -2.419191, -2.465919)  0.12
O (0.232832, -0.251487, 0.852429)  -0.11
S (1.151521, 0.276549, -2.609571)  0.74

Atoms 1-3, force components in eV/Å:
C -0.55 -0.22 0.22
C 0.93 0.35 0.37
C -0.27 0.45 -0.37

Energy above the lowest of the compared OMol25 structures with the same formula, charge and spin (kJ/mol): 200.8
LUMO level (eV): -0.21
HOMO (eV): -8.5
Frontier orbital gap (eV): 8.3
Molecular weight (g/mol): 130.2
SMILES string: CCO[C@@H]1CCC1=S
Charge: 0



7.
C6H10OS | ωB97M-V/def2-TZVPD

Last column: Löwdin charge in e.
Geometry (Å):
C (0.708960, -0.658383, -1.567296)  -0.11
C (0.713567, -0.266950, -0.074579)  -0.32
C (-0.356905, -0.964194, 0.791445)  -0.61
C (-1.351639, 0.104357, 1.077519)  -0.11
C (-0.872767, 1.350935, 0.802489)  -0.02
C (0.485211, 1.265550, 0.220456)  -0.35
H (0.782974, -1.740757, -1.567513)  0.03
H (-0.137042, -0.238853, -2.132349)  0.09
H (1.590373, -0.187599, -2.069204)  0.09
H (1.739281, -0.529245, 0.282928)  0.14
H (0.046073, -1.255180, 1.796254)  0.12
H (-1.979367, -2.633297, 0.878205)  -0.16
H (-2.279314, -0.102511, 1.638494)  0.11
H (-1.367682, 2.312307, 0.939250)  0.12
H (1.260268, 1.511953, 0.987799)  0.15
H (1.512381, 2.322561, -1.035207)  0.08
O (0.581966, 2.145693, -0.912756)  -0.03
S (-1.076336, -2.436388, -0.055934)  0.77

Atoms 1-3, force components in eV/Å:
C 0.44 1.42 0.15
C 0.97 0.34 -0.15
C 0.13 -0.27 0.54

Energy above the lowest of the compared OMol25 structures with the same formula, charge and spin (kJ/mol): 112.6
LUMO level (eV): 0.74
HOMO (eV): -9.1
Frontier orbital gap (eV): 9.8
Molecular weight (g/mol): 130.2
SMILES string: C[C@@H]1[C@H](S)C=C[C@@H]1O
Charge: 0



Q: Which largest force on an atom values were calculated for the entries above? A: 3.95, 5.04, 5.19, 2.27, 3.73, 1.88, 2.23, in eV/A.